Record 1
{"formula": "C37H49BrGeN6O7Si3Ti", "method": "wB97M-V/def2-TZVPD", "symbols": ["Ti", "O", "C", "N", "C", "O", "C", "C", "C", "C", "C", "N", "C", "C", "C", "C", "C", "N", "H", "H", "H", "H", "H", "H", "H", "H", "O", "C", "C", "C", "C", "C", "C", "C", "O", "N", "N", "C", "C", "Br", "C", "C", "C", "C", "C", "C", "C", "H", "H", "H", "H", "H", "H", "H", "H", "H", "H", "H", "H", "H", "H", "C", "Si", "C", "C", "Ge", "Si", "C", "C", "C", "Si", "C", "C", "C", "H", "H", "H", "H", "H", "H", "H", "H", "H", "H", "H", "H", "H", "H", "H", "H", "H", "H", "H", "H", "H", "H", "H", "H", "H", "H", "H", "O", "N", "O", "O"], "positions_angstrom": [[1.0226, 0.0781, 0.6833], [-1.0205, -1.7660, -2.4829], [-0.6371, -0.9374, -1.6537], [0.8468, -0.8007, -1.3787], [1.2185, 0.0645, -2.4819], [1.6005, -0.3707, -3.5410], [1.0579, 1.5372, -2.2749], [1.0324, 2.3914, -3.3701], [0.9480, 3.7505, -3.1284], [0.9133, 4.1987, -1.8136], [0.9496, 3.2689, -0.7876], [1.0120, 1.9636, -1.0222], [-1.4654, 0.0136, -0.9971], [-2.7831, 0.2661, -1.4577], [-3.4630, 1.3396, -0.9645], [-2.8505, 2.1671, 0.0030], [-1.6131, 1.8075, 0.4746], [-0.9418, 0.7371, 0.0338], [1.0819, 1.9752, -4.3660], [0.9176, 4.4538, -3.9504], [0.8638, 5.2538, -1.5820], [0.9374, 3.5610, 0.2562], [-3.1847, -0.3810, -2.2243], [-4.4604, 1.5645, -1.3213], [-3.3482, 3.0333, 0.4144], [-1.1282, 2.3857, 1.2508], [2.6193, -4.0011, 1.5385], [3.0264, -3.7256, 2.7983], [3.6436, -4.7491, 3.5171], [4.0707, -4.5278, 4.8129], [3.8948, -3.2827, 5.4055], [3.2850, -2.2710, 4.6844], [2.8386, -2.4720, 3.3808], [2.1705, -1.3105, 2.6784], [1.8281, -1.5375, 1.3228], [0.9563, -0.9767, 3.4032], [0.0554, -0.3015, 2.5070], [-0.7387, 0.4881, 3.2684], [-2.1112, 0.6871, 3.1127], [-3.0876, -0.6872, 2.1802], [-2.8673, 1.7191, 3.6127], [-2.3881, 3.0048, 4.0838], [-3.3011, 3.8450, 4.7476], [-2.9389, 5.1001, 5.1972], [-1.6478, 5.5735, 4.9917], [-0.7350, 4.7700, 4.3227], [-1.0908, 3.5077, 3.8746], [2.2172, -3.1744, 1.1840], [3.7722, -5.7090, 3.0335], [4.5479, -5.3301, 5.3624], [4.2357, -3.1021, 6.4166], [3.1459, -1.2913, 5.1263], [2.8446, -0.4446, 2.7284], [0.4864, -1.8453, 3.6545], [-0.2892, 0.9112, 4.1649], [-3.9425, 1.5901, 3.6166], [-4.3116, 3.4867, 4.9090], [-3.6675, 5.7161, 5.7107], [-1.3604, 6.5559, 5.3441], [0.2717, 5.1261, 4.1414], [-0.3530, 2.9204, 3.3445], [4.7775, -2.0130, 0.4187], [4.0276, -2.3682, -1.2591], [4.7427, -4.0301, -1.8103], [4.6133, -0.9756, -2.3771], [1.6517, -2.6310, -1.6856], [0.1323, -4.2127, -0.6455], [-1.3134, -4.6179, -1.7805], [-0.6238, -3.6225, 0.9664], [1.0588, -5.8399, -0.4278], [1.6209, -3.2925, -4.0222], [0.0765, -2.8946, -5.0087], [1.7703, -5.1835, -4.0001], [3.0671, -2.7000, -5.0792], [5.8316, -1.7744, 0.2415], [4.7300, -2.8680, 1.0910], [4.3166, -1.1453, 0.8888], [5.8319, -4.0012, -1.7099], [4.5066, -4.2872, -2.8429], [4.3712, -4.8333, -1.1681], [5.7049, -1.0001, -2.4499], [4.3265, -0.0245, -1.9214], [4.1929, -1.0173, -3.3784], [-2.0389, -3.8064, -1.8071], [-1.7969, -5.5215, -1.3947], [-1.0013, -4.8124, -2.8071], [-1.0427, -2.6166, 0.8754], [0.0868, -3.6114, 1.7907], [-1.4474, -4.2965, 1.2250], [1.1975, -6.3236, -1.3970], [0.4576, -6.5076, 0.1971], [2.0292, -5.7195, 0.0481], [-0.8253, -3.2671, -4.5253], [0.1701, -3.3513, -5.9996], [-0.0404, -1.8172, -5.1225], [0.8674, -5.6539, -3.6073], [2.6130, -5.5354, -3.4022], [1.9137, -5.5410, -5.0246], [3.0131, -1.6251, -5.2494], [2.9953, -3.2037, -6.0487], [4.0447, -2.9315, -4.6556], [3.9422, 1.9865, 1.4842], [2.9189, 1.6637, 0.8839], [1.7170, 1.5633, 1.6331], [2.8887, 0.5563, 0.0994]], "atomic_forces_ev_per_a": [[0.2, 0.5, -0.2], [0.1, 0.0, 0.0], [-0.1, 0.1, 0.0], [-0.3, -0.2, -0.2], [0.0, -0.2, 0.2], [0.0, 0.1, 0.0], [0.1, -0.1, 0.0], [0.0, 0.1, 0.0], [0.0, 0.0, 0.0], [0.0, 0.0, 0.0], [0.0, 0.0, 0.0], [0.0, 0.0, 0.0], [0.0, 0.0, 0.0], [0.0, 0.0, 0.0], [0.0, 0.0, 0.0], [0.0, 0.0, 0.0], [0.0, 0.0, 0.0], [0.0, -0.1, 0.1], [0.0, 0.0, 0.0], [0.0, 0.0, 0.0], [0.0, 0.0, 0.0], [0.0, 0.0, 0.0], [0.0, 0.0, 0.0], [0.0, 0.0, 0.0], [0.0, 0.0, 0.0], [0.0, 0.0, 0.0], [0.0, -0.1, 0.1], [-0.1, -0.1, 0.0], [0.0, 0.0, 0.0], [0.0, 0.0, 0.0], [0.0, 0.0, 0.0], [0.0, 0.0, 0.0], [0.1, 0.0, 0.0], [0.0, 0.0, 0.0], [-0.1, 0.0, -0.1], [0.0, 0.0, 0.0], [-0.1, -0.1, 0.0], [-0.1, 0.0, 0.0], [0.0, 0.0, 0.0], [0.0, 0.0, 0.0], [0.0, 0.0, 0.0], [0.0, 0.0, 0.0], [0.0, 0.0, 0.0], [0.0, 0.0, 0.0], [0.0, 0.0, 0.0], [0.0, 0.0, 0.0], [0.0, 0.0, 0.0], [0.1, 0.1, 0.0], [0.0, 0.0, 0.0], [0.0, 0.0, 0.0], [0.0, 0.0, 0.0], [0.0, 0.0, 0.0], [0.0, 0.0, 0.0], [0.0, 0.0, 0.0], [0.0, 0.0, 0.0], [0.0, 0.0, 0.0], [0.0, 0.0, 0.0], [0.0, 0.0, 0.0], [0.0, 0.0, 0.0], [0.0, 0.0, 0.0], [0.0, 0.0, 0.0], [0.0, 0.0, 0.0], [0.0, 0.0, 0.0], [0.0, 0.0, 0.0], [0.0, 0.0, 0.0], [0.1, 0.0, -0.1], [0.0, 0.0, 0.0], [0.0, 0.0, 0.0], [0.0, 0.0, 0.0], [0.0, 0.0, 0.0], [0.0, 0.0, 0.0], [0.0, 0.0, 0.1], [0.0, 0.0, 0.0], [0.0, 0.0, 0.0], [0.0, 0.0, 0.0], [0.0, 0.0, 0.0], [0.0, 0.0, 0.0], [0.0, 0.0, 0.0], [0.0, 0.0, 0.0], [0.0, 0.0, 0.0], [0.0, 0.0, 0.0], [0.0, 0.0, 0.0], [0.0, 0.0, 0.0], [0.0, 0.0, 0.0], [0.0, 0.0, 0.0], [0.0, 0.0, 0.0], [0.0, 0.0, 0.0], [0.0, 0.0, 0.0], [0.0, 0.0, 0.0], [0.0, 0.0, 0.0], [0.0, 0.0, 0.0], [0.0, 0.0, 0.0], [0.0, 0.0, 0.0], [0.0, 0.0, 0.0], [0.0, 0.0, 0.0], [0.0, 0.0, 0.0], [0.0, 0.0, 0.0], [0.0, 0.0, 0.0], [0.0, 0.0, 0.0], [0.0, 0.0, 0.0], [0.0, 0.0, 0.0], [0.1, 0.0, 0.0], [-0.1, 0.2, 0.0], [0.1, 0.0, 0.1], [0.1, -0.2, 0.1]], "s_squared": 3.81, "charge": -1, "energy_ha": -8663.53495, "max_force_ev_per_a": 0.63, "homo_energy_ev": [-3.567, -5.481], "de_lowest_kj_mol": 71.1, "spin_multiplicity": 4}

Record 2
{"formula": "C37H49BrIrN2P2S", "method": "wB97M-V/def2-TZVPD", "symbols": ["C", "C", "C", "C", "N", "C", "C", "C", "C", "C", "C", "C", "C", "C", "Ir", "P", "H", "H", "H", "H", "H", "H", "H", "H", "C", "C", "H", "H", "H", "H", "H", "C", "C", "H", "H", "H", "H", "H", "C", "C", "H", "H", "H", "H", "H", "Br", "P", "C", "C", "H", "H", "H", "H", "H", "C", "C", "H", "H", "H", "H", "H", "C", "C", "H", "H", "H", "H", "H", "N", "S", "C", "C", "C", "C", "C", "C", "C", "C", "C", "C", "C", "C", "H", "H", "H", "H", "H", "H", "H", "H", "H", "H", "H"], "positions_angstrom": [[-2.9963, 1.8331, 4.8773], [-3.3969, 0.8160, 3.9925], [-4.7182, 0.8312, 3.5003], [-5.6448, 1.6384, 4.1721], [-5.2703, 2.4749, 5.1415], [-3.9909, 2.5855, 5.5019], [-2.5077, -0.2676, 3.7571], [-1.5844, -1.0891, 3.6046], [-0.5824, -1.8750, 2.9459], [0.2077, -1.1524, 2.0697], [0.9772, -1.8590, 1.0932], [0.6530, -3.2569, 0.9489], [0.0527, -3.9978, 1.9408], [-0.5377, -3.2778, 3.0189], [0.6448, -1.2412, -0.8686], [-0.6241, 0.8138, -0.5165], [-5.0418, 0.1186, 2.7384], [-1.9602, 1.8741, 5.2133], [-6.7126, 1.5622, 3.9164], [-3.7020, 3.2545, 6.3230], [-1.0666, -3.7497, 3.8672], [0.3508, -0.0917, 2.2083], [0.0059, -5.0984, 1.9716], [2.0428, -1.5755, 0.9384], [-0.3967, 1.9557, -1.9849], [-1.3686, 3.1121, -2.2665], [-0.3401, 1.3035, -2.8695], [0.6130, 2.3892, -1.8694], [-1.1141, 3.5593, -3.2420], [-2.4170, 2.7899, -2.3318], [-1.2842, 3.9305, -1.5356], [-2.4464, 0.6337, -0.0681], [-3.2505, 1.8536, 0.4072], [-2.4403, -0.1208, 0.7358], [-2.9893, 0.1797, -0.9049], [-4.3298, 1.6447, 0.3541], [-3.0538, 2.0812, 1.4622], [-3.0863, 2.7624, -0.1853], [-0.2222, 1.9251, 0.9290], [-0.3944, 3.4374, 0.8742], [0.8341, 1.7552, 1.1292], [-0.7661, 1.5294, 1.7992], [0.0045, 3.8720, 1.8015], [0.1658, 3.8940, 0.0554], [-1.4330, 3.7741, 0.8234], [1.2946, -3.7836, -0.9316], [-1.1708, -1.8808, -2.1982], [-2.3940, -0.8074, -3.0912], [-2.7835, -1.2042, -4.5111], [-1.9919, 0.2127, -3.0712], [-3.2908, -0.7929, -2.4576], [-3.4515, -0.4401, -4.9256], [-1.9225, -1.2652, -5.1810], [-3.3187, -2.1588, -4.5624], [-0.1537, -2.6690, -3.5067], [-0.4845, -4.1309, -3.7725], [0.8975, -2.5762, -3.1859], [-0.2715, -2.0481, -4.4028], [0.3488, -4.5868, -4.3240], [-0.6190, -4.7238, -2.8586], [-1.3831, -4.2439, -4.3921], [-2.1948, -3.0570, -1.2342], [-3.3482, -3.7204, -1.9760], [-2.5653, -2.4699, -0.3756], [-1.5069, -3.8075, -0.8147], [-3.8239, -4.4171, -1.2782], [-4.1134, -3.0111, -2.3029], [-3.0202, -4.2921, -2.8498], [2.2698, -0.2004, -1.0613], [3.7907, -0.5746, -0.3794], [4.8714, 0.5214, -1.3048], [5.7194, -0.0671, -2.2542], [6.4760, 0.7652, -3.0806], [6.3576, 2.1573, -2.9548], [5.5225, 2.7288, -1.9866], [4.7760, 1.9015, -1.1392], [3.9881, 0.1725, 1.2728], [2.8625, 0.6911, 1.8919], [2.9017, 1.1842, 3.1986], [4.1204, 1.1781, 3.8830], [5.2768, 0.7000, 3.2535], [5.2163, 0.1794, 1.9549], [2.3927, 0.6005, -1.6981], [5.7471, -1.1576, -2.3097], [7.1475, 0.3151, -3.8129], [6.9291, 2.8066, -3.6161], [5.4429, 3.8112, -1.8720], [4.1293, 2.2979, -0.3524], [1.9563, 0.6690, 1.2919], [1.9955, 1.5818, 3.6652], [4.1640, 1.5650, 4.9019], [6.2306, 0.7394, 3.7803], [6.1001, -0.2242, 1.4626]], "atomic_forces_ev_per_a": [[-0.5, 1.2, 1.7], [2.9, -3.4, -1.7], [-2.4, 0.3, 1.0], [-1.6, -1.1, -1.6], [1.9, -1.5, -1.2], [1.7, 1.0, 1.3], [-2.6, 3.6, 0.7], [1.2, -1.7, 0.1], [-1.2, 0.9, 0.2], [1.4, -0.7, 0.0], [-0.2, -0.6, 1.3], [1.3, -0.2, -0.3], [-0.3, -0.5, 0.4], [-0.3, -0.2, -0.5], [-3.4, 2.2, -0.5], [-0.8, 1.8, 0.0], [-0.2, 0.4, 0.3], [-0.4, 0.4, 0.1], [0.5, 0.3, 0.1], [-0.3, -0.1, -0.4], [0.5, -0.1, -0.8], [-0.1, -0.1, 0.0], [0.0, 0.6, -0.4], [-0.6, -0.2, 0.4], [0.4, -0.4, -0.2], [-0.3, 0.3, 0.0], [0.1, 0.2, 0.2], [-0.2, -0.3, 0.1], [0.0, -0.3, 0.3], [0.3, 0.1, 0.0], [-0.1, -0.5, -0.2], [0.0, -0.9, -0.6], [0.0, 0.5, 0.2], [0.0, 0.0, -0.1], [0.3, 0.1, 0.3], [0.4, -0.2, -0.1], [0.1, 0.1, -0.3], [0.0, -0.4, 0.2], [0.8, -0.7, 0.4], [-0.2, 0.6, -0.1], [-0.2, 0.2, 0.1], [0.0, 0.0, -0.3], [0.0, -0.3, -0.2], [-0.1, -0.1, 0.1], [0.2, -0.2, -0.1], [0.0, 0.0, 2.5], [-0.5, -0.9, -1.2], [0.1, 0.5, 0.7], [0.1, -0.3, -0.4], [-0.2, -0.2, -0.2], [0.2, -0.1, -0.2], [0.1, -0.1, 0.2], [-0.2, 0.1, 0.0], [0.1, 0.2, 0.1], [0.0, 0.1, -0.1], [0.1, -0.6, -0.5], [-0.4, 0.1, -0.4], [0.1, -0.2, 0.1], [-0.3, 0.1, 0.0], [0.0, 0.2, -0.2], [0.2, 0.1, 0.2], [0.4, 0.0, 0.3], [-0.3, -0.2, -0.1], [0.1, -0.1, -0.2], [-0.3, 0.2, -0.2], [0.0, 0.1, -0.2], [0.1, 0.0, 0.1], [0.0, 0.1, 0.3], [2.5, 1.1, 0.1], [1.2, 0.6, -0.8], [0.2, -0.5, -0.5], [-0.3, 0.0, 0.2], [-0.2, 0.0, 0.2], [0.0, -0.2, 0.1], [-0.2, -0.4, 0.3], [-0.1, 0.2, 0.0], [-0.5, 0.4, 0.8], [-0.2, -0.2, -0.2], [0.3, -0.1, -0.2], [-0.2, 0.1, -0.2], [-0.3, -0.1, -0.3], [0.0, -0.3, -0.5], [-0.3, -0.1, 0.7], [0.2, 0.3, -0.2], [-0.2, 0.2, 0.2], [-0.1, -0.2, 0.2], [0.1, -0.3, -0.1], [0.3, 0.1, -0.3], [0.4, 0.0, 0.4], [0.3, -0.1, -0.1], [0.1, -0.1, -0.3], [-0.2, -0.1, -0.2], [0.0, 0.2, 0.2]], "s_squared": 8.84, "charge": 4, "energy_ha": -5306.22724, "max_force_ev_per_a": 4.78, "homo_energy_ev": [-16.549, -18.537], "de_lowest_kj_mol": 373.0, "spin_multiplicity": 6}